No. 1
The following is a quantum chemistry calculation of a 9-piece molecular cluster, C28H46Cl8O15 overall in a non-equilibrium geometry, from OMol25.

Positions of all 97 atoms, in Å:
C  -12.7731  0.1962  -9.1946
C  -12.6524  1.4262  -8.4118
C  -12.1420  2.5201  -9.2219
O  -13.2115  3.4458  -9.1053
C  -14.1492  3.0079  -8.4429
O  -15.2054  3.5961  -8.0764
O  -13.9597  1.7395  -8.0412
H  -11.7927  -0.2036  -9.4534
H  -13.2972  0.0667  -10.1414
H  -13.3049  -0.5869  -8.6542
H  -12.0984  1.2221  -7.4956
H  -11.8726  2.1438  -10.2088
H  -11.2505  3.0426  -8.8749
C  -17.7423  6.6260  -0.8034
C  -17.0172  6.9704  0.4372
C  -16.3660  8.2501  0.5700
O  -16.5462  8.6406  1.9374
C  -17.3474  7.8232  2.5275
O  -17.7196  7.8889  3.6850
O  -17.7647  6.8470  1.6076
H  -17.2119  6.8661  -1.7248
H  -18.7672  6.9626  -0.9596
H  -17.7771  5.5405  -0.8951
H  -16.1412  6.3329  0.5572
H  -16.7566  9.0575  -0.0493
H  -15.3336  8.0290  0.2992
C  -15.7706  5.5547  -4.7041
C  -15.6983  4.0834  -4.4630
C  -14.3371  3.4306  -4.4931
O  -14.2447  2.6308  -3.4031
C  -15.1859  2.9217  -2.6052
O  -15.3930  2.3970  -1.5022
O  -16.0631  3.7180  -3.2257
H  -16.0263  5.7754  -5.7404
H  -14.9115  6.1363  -4.3698
H  -16.6273  5.9377  -4.1496
H  -16.3256  3.5647  -5.1879
H  -13.5606  4.1942  -4.5392
H  -14.2896  2.6250  -5.2258
C  -17.1810  -0.3360  -0.0092
C  -18.4557  0.5516  -0.0227
C  -19.2922  0.4720  -1.2516
O  -20.6400  0.3755  -0.6592
C  -20.5608  0.2705  0.6992
O  -21.5224  0.1163  1.3797
O  -19.3069  0.3661  1.1274
H  -16.9506  -0.4233  1.0525
H  -16.3148  0.2027  -0.3933
H  -17.2873  -1.3216  -0.4625
H  -18.1165  1.5873  -0.0424
H  -19.0061  -0.3674  -1.8854
H  -18.9885  1.3700  -1.7896
C  -13.0472  7.5928  -11.2574
C  -14.1577  7.8220  -10.2281
C  -15.2622  6.8319  -9.9564
O  -15.1145  6.6459  -8.5804
C  -14.3120  7.5478  -8.0778
O  -14.3065  7.8948  -6.8879
O  -13.5757  8.1019  -8.9968
H  -12.3215  6.8566  -10.9118
H  -12.4686  8.4390  -11.6279
H  -13.5135  7.1136  -12.1183
H  -14.7837  8.6898  -10.4355
H  -14.9845  5.9757  -10.5712
H  -16.2845  7.1129  -10.2095
Cl  -18.3094  -0.1050  -7.4682
C  -16.8243  0.4457  -6.6273
C  -17.0444  0.2157  -5.1558
Cl  -18.1973  1.3475  -4.4120
H  -16.6610  1.4899  -6.8936
H  -15.9761  -0.1171  -7.0170
H  -16.0821  0.3347  -4.6577
H  -17.4284  -0.7984  -5.0450
Cl  -19.1100  7.9610  -9.1107
C  -19.4683  6.6236  -7.8791
C  -18.6708  6.8925  -6.6457
Cl  -19.0187  5.8910  -5.1864
H  -19.1917  5.6630  -8.3137
H  -20.5555  6.5545  -7.8433
H  -18.5588  7.8936  -6.2293
H  -17.5898  6.8298  -6.7714
Cl  -16.8573  8.8178  -3.7246
C  -15.6422  10.0129  -4.4567
C  -15.9772  10.4498  -5.8814
Cl  -14.6332  11.3434  -6.7068
H  -14.6322  9.6054  -4.5015
H  -15.5676  10.7506  -3.6578
H  -16.7898  11.1741  -5.8267
H  -16.3291  9.7871  -6.6721
Cl  -10.5092  4.9452  0.0252
C  -11.1316  5.2077  -1.5732
C  -12.2336  6.2527  -1.6370
Cl  -12.5026  6.6912  -3.3679
H  -11.4967  4.2020  -1.7816
H  -10.2755  5.5749  -2.1392
H  -11.9891  7.0766  -0.9666
H  -13.1092  5.7276  -1.2552

As for the frontier orbital gap: 0.374 Ha. As for the SMILES: C[C@H]1COC(=O)O1.C[C@H]1COC(=O)O1.C[C@H]1COC(=O)O1.C[C@H]1COC(=O)O1.C[C@H]1COC(=O)O1.ClCCCl.ClCCCl.ClCCCl.ClCCCl. Its lowest unoccupied orbital energy is -0.26 eV.

These are the Löwdin partial charges, in e, on atoms 1 to 8: -0.042, -0.374, -0.056, 0.162, -0.593, 0.086, 0.090, 0.098

---

No. 2
The following is a quantum chemistry calculation of a 3-piece molecular cluster, C28H46ClF3N3O8P2 overall in a non-equilibrium geometry, from OMol25.

Positions of all 91 atoms, in Å:
O  3.7332  -1.6561  8.2112
C  3.1963  -2.1844  7.2745
O  2.4379  -3.3169  7.5169
C  1.0929  -2.9896  7.9480
C  0.1873  -2.3496  6.8196
C  -0.7820  -1.2690  7.3764
F  -1.1512  -1.2772  8.7052
C  -1.2877  -0.3327  6.5418
F  -2.4942  0.2367  6.7924
F  -0.6387  0.0529  5.3945
C  3.3751  -1.5060  5.8852
C  3.8675  -2.2759  4.7173
P  4.3926  -4.0883  4.6692
O  3.2643  -5.0441  5.4443
Cl  6.1300  -4.1653  5.8753
C  3.9710  -1.5600  3.4355
N  3.6587  -0.2258  3.2873
C  3.2220  0.4971  4.3751
C  3.0570  -0.0743  5.7153
P  2.4842  1.0875  7.0403
O  3.6498  1.8351  7.6064
O  1.6774  0.3508  8.2779
O  1.4435  2.2452  6.4153
H  0.6117  -3.9706  8.2254
H  1.1240  -2.3957  8.9031
H  0.7518  -1.8976  5.9644
H  -0.4292  -3.1853  6.3735
H  3.6551  -5.4463  6.2508
H  4.3375  -2.1109  2.5384
H  3.7908  0.1911  2.3562
H  3.0111  1.5833  4.1965
H  2.0340  0.7695  9.0935
H  1.0817  2.6582  7.2309
C  -0.0126  1.7287  -0.6052
C  1.4730  1.6904  -1.0454
C  1.5781  1.9001  -2.5677
C  1.1973  0.6742  -3.3913
C  1.9549  -0.5586  -2.9114
C  1.7894  -0.8100  -1.4058
N  2.0886  0.4061  -0.5912
O  3.4232  0.5704  -0.5772
C  0.3548  -1.3054  -1.1215
C  2.6732  -2.0070  -1.0021
C  2.1019  2.9209  -0.3588
H  -0.1737  1.1537  0.3105
H  -0.3419  2.7465  -0.3871
H  -0.6927  1.3570  -1.3721
H  2.6056  2.1781  -2.8300
H  0.9497  2.7433  -2.8694
H  0.1184  0.5038  -3.3480
H  1.4312  0.8581  -4.4427
H  1.6133  -1.4312  -3.4767
H  3.0165  -0.4390  -3.1563
H  0.1810  -1.4123  -0.0470
H  0.1896  -2.2844  -1.5766
H  -0.4218  -0.6629  -1.5284
H  3.7262  -1.8559  -1.2488
H  2.3603  -2.9109  -1.5279
H  2.5977  -2.2073  0.0720
H  2.0735  2.8246  0.7312
H  1.5567  3.8278  -0.6259
H  3.1366  3.0872  -0.6636
C  -4.1700  0.6456  -7.7083
C  -3.5611  -0.0050  -6.4403
C  -4.6797  -0.5973  -5.5621
C  -5.4675  0.4443  -4.7729
C  -4.5277  1.3603  -3.9964
C  -3.4571  2.0084  -4.8869
N  -2.7286  1.0050  -5.7189
O  -1.8887  0.3510  -4.9242
C  -4.1144  3.0761  -5.7878
C  -2.4989  2.8246  -3.9970
C  -2.7218  -1.1795  -6.9843
H  -3.5274  1.4383  -8.0982
H  -4.2845  -0.0787  -8.5171
H  -5.1653  1.0576  -7.5390
H  -4.2478  -1.3076  -4.8474
H  -5.3712  -1.1742  -6.1830
H  -6.1077  1.0275  -5.4409
H  -6.1405  -0.0623  -4.0759
H  -5.1164  2.1349  -3.4945
H  -4.0493  0.7814  -3.1979
H  -3.3913  3.4949  -6.4921
H  -4.4987  3.9029  -5.1858
H  -4.9669  2.7103  -6.3544
H  -2.0303  2.2201  -3.2169
H  -3.0374  3.6252  -3.4852
H  -1.7076  3.2874  -4.5928
H  -1.8961  -0.8218  -7.6049
H  -3.3391  -1.8375  -7.5993
H  -2.3104  -1.8037  -6.1889

As for the frontier orbital gap (spin up / spin down): 0.183 / 0.210 Ha. Its lowest unoccupied orbital energy (spin up / spin down) is -5.35 / -5.35 eV. The charge is +1. The spin multiplicity is 3. Its expectation value of S² is 2.009.

These are the Löwdin partial charges, in e, on atoms 1 to 8: 0.185, -0.425, -0.044, -0.124, -0.055, -0.184, 0.069, -0.240

---

No. 3
The following is a quantum chemistry calculation of C28H46F6OP2Ru as an isolated structure in a non-equilibrium geometry, from OMol25.

Positions of all 84 atoms, in Å:
Ru  -1.7988  -0.2834  -1.7596
C  -2.2530  0.3341  2.1633
C  -2.2511  1.3027  1.1622
C  -3.1952  -0.6000  0.2652
C  -2.7541  -0.8687  1.6314
C  -2.9458  0.7646  -0.0978
C  -1.6957  0.5363  3.5415
H  -1.2414  1.5353  3.6503
H  -0.9381  -0.2295  3.7880
H  -2.4516  0.4304  4.3314
C  -3.0185  -2.0626  2.4567
H  -2.4428  -1.9652  3.3932
H  -2.5401  -2.9013  1.9477
H  -4.0851  -2.2797  2.6918
C  -4.2305  -1.4736  -0.3035
H  -5.2319  -1.0515  -0.2403
H  -4.2991  -2.4399  0.1962
H  -3.7486  -1.6069  -1.3127
C  -3.9428  1.7325  -0.7073
H  -4.7841  1.9379  -0.0208
H  -4.3440  1.3339  -1.6418
H  -3.4360  2.7127  -0.8331
C  -1.7564  2.6679  1.3356
H  -2.2990  3.1861  2.1587
H  -1.7956  3.2784  0.4078
H  -0.7129  2.5477  1.7113
C  1.5103  0.0943  1.3887
C  1.2365  1.1809  2.1022
C  2.1104  2.4398  2.0790
C  2.6265  3.0035  0.6673
C  1.3782  3.3194  -0.1250
C  0.6317  2.3442  -0.7247
C  0.8297  0.8560  -0.9933
C  1.9085  0.1458  -0.0800
H  3.0167  2.2081  2.7148
H  3.4798  2.4460  0.2305
H  1.4022  3.2235  2.4737
H  2.9271  0.4594  -0.3719
H  0.9611  -0.8243  1.6387
H  0.3113  1.2013  2.7688
H  1.9545  -0.8815  -0.4764
H  -0.2580  0.3129  -0.8810
H  -0.2151  2.7445  -1.3119
H  1.1082  0.6914  -2.1175
H  3.0751  3.9881  0.8231
H  1.1048  4.3789  -0.4510
P  2.6897  -0.0762  -2.9510
P  -0.9731  0.1992  -3.6824
C  2.0886  0.3152  -4.6525
C  0.6859  -0.2605  -4.8902
H  2.7595  -0.1316  -5.4241
H  2.0907  1.4106  -4.8393
H  0.3665  0.0656  -5.9062
H  0.6826  -1.3589  -4.8142
C  -1.9790  -0.4704  -5.0787
H  -3.0000  -0.1346  -4.9145
H  -1.9699  -1.5603  -5.0203
H  -1.6301  -0.1211  -6.0710
C  -0.8801  1.9184  -4.3841
H  -0.7021  1.9145  -5.4787
H  -0.1074  2.5289  -3.9080
H  -1.8335  2.4072  -4.1732
C  3.4795  -1.7367  -2.9244
H  3.6294  -1.9699  -1.8626
H  4.4436  -1.7681  -3.4479
H  2.8286  -2.5263  -3.3030
C  4.1684  0.9848  -2.7291
H  4.0183  1.9665  -3.1803
H  5.0818  0.5323  -3.1318
H  4.3059  1.0951  -1.6535
C  1.1055  -4.1515  3.2639
C  0.6427  -2.8137  3.8613
O  -0.0491  -2.0784  3.0434
C  -0.1936  -3.2079  5.1936
F  0.5233  -4.0133  6.0405
F  -0.6092  -2.1420  5.9133
F  -1.3020  -3.9224  4.8318
C  1.9655  -2.0169  4.3319
F  2.7168  -2.7271  5.2263
F  2.7612  -1.7903  3.2461
F  1.6802  -0.8156  4.9017
H  0.2277  -4.7747  3.0558
H  1.7828  -4.6815  3.9369
H  1.5968  -3.9588  2.3050

As for the frontier orbital gap (spin up / spin down): 0.259 / 0.164 Ha. Its lowest unoccupied orbital energy (spin up / spin down) is -2.93 / -5.57 eV. The charge is +1. The spin multiplicity is 6. Its expectation value of S² is 8.790.

These are the Löwdin partial charges, in e, on atoms 1 to 8: 0.862, -0.192, -0.168, -0.329, -0.158, -0.340, -0.030, 0.080

---

Energy relative to the best compared isomer or geometry (same formula, charge and spin) (kcal/mol)
82.9 0.0 84.1
Energy (hartree)
-5904.56431 -3302.81920 -2545.92542